Run i
Entry from the OMol25 dataset: the ion C5H8NS with charge +1 (ωB97M-V/def2-TZVPD).

As for the total charge: +1. The calculation puts the orbital gap (spin up / spin down) at 7.44 / 7.45 eV.

Element x y z (Å)
C1 -0.23074 -0.64940 0.69006
C2 0.92644 -2.23006 2.28479
C3 -0.85647 -0.80709 -0.54266
C4 0.53489 1.14097 -1.31547
C5 0.16277 2.03527 -0.16353
N1 0.51777 -1.57954 1.30226
S1 -0.00053 1.02515 1.40284
H1 1.85031 -2.68994 2.11958
H2 0.53014 -2.25128 3.34507
H3 -0.59450 -1.73902 -0.94178
H4 -1.91234 -0.54587 -0.58840
H5 1.49115 0.65563 -1.17337
H6 0.01057 1.43007 -2.20394
H7 1.01589 2.88149 0.00627
H8 -0.79667 2.67588 -0.30874

Run ii
Entry from the OMol25 dataset: the ion C5H8NS with charge +1 (ωB97M-V/def2-TZVPD).

As for the total charge: +1. The calculation puts the orbital gap (spin up / spin down) at 6.60 / 7.43 eV.

Element x y z (Å)
C1 0.93772 -0.84032 -1.13045
C2 -0.13277 -0.34073 1.58140
C3 0.52106 1.01487 -2.49182
C4 -1.12294 0.32551 -0.87700
C5 0.13305 -0.72677 3.03175
N1 0.28148 0.26925 -1.40242
S1 -1.08070 0.73947 0.96719
H1 2.01265 -1.01732 -1.17543
H2 -0.32506 1.54972 -3.08547
H3 1.44726 1.16484 -2.87389
H4 -1.74699 0.87062 -1.59729
H5 -1.40500 -0.67647 -0.92469
H6 -0.68264 -0.18431 3.62711
H7 1.09496 -0.35031 3.38720
H8 0.06793 -1.79804 2.96381

Energy comparison, zero being the most stable, in kJ/mol: run i 0.0; run ii 319.7.

Run i
Entry from the OMol25 dataset: the molecule C3H2O2 (ωB97M-V/def2-TZVPD).

The calculation puts the orbital gap at 10.80 eV.

Element x y z (Å)
C1 1.33135 0.03316 -0.00388
C2 0.00660 -0.01646 -0.04500
O1 -0.91727 -1.05546 0.08748
C3 -1.37559 0.22207 -0.02993
O2 -2.42227 0.76914 -0.04587
H1 1.67981 -0.99343 -0.01554
H2 1.69738 1.04099 0.05274

Run ii
Entry from the OMol25 dataset: the molecule C3H2O2 (ωB97M-V/def2-TZVPD).

The calculation puts the orbital gap at 10.11 eV.

Element x y z (Å)
O1 3.16806 0.51631 0.07347
C1 2.12583 -0.08538 -0.05423
C2 0.70388 0.35883 -0.01427
C3 -0.55987 0.32524 -0.04878
O2 -1.84596 0.40241 0.01598
H1 2.27095 -1.14696 -0.03206
H2 -2.30953 1.22129 -0.15687

Run iii
Entry from the OMol25 dataset: a cluster of 2 separate species, C3H2O2 in total (ωB97M-V/def2-TZVPD).

The calculation puts the orbital gap (spin up / spin down) at 8.49 / 8.49 eV.

Element x y z (Å)
C1 0.13291 -0.58905 -1.06108
C2 -0.80969 0.79208 0.73800
C3 0.38436 0.47347 1.01922
O1 1.55459 0.40355 1.15010
O2 -0.62616 -1.27190 -1.61194
H1 1.19828 -0.38579 -1.09552
H2 -1.83429 0.57764 0.86122

Energy comparison, zero being the most stable, in kJ/mol: run i 0.0; run ii 63.2; run iii 152.5.

Run i
Entry from the OMol25 dataset: the molecule C12H18Si (ωB97M-V/def2-TZVPD).

The calculation puts the orbital gap at 9.32 eV.

Element x y z (Å)
C1 -2.83686 1.84352 -0.47079
Si1 -2.23087 0.06227 0.05925
C2 -3.14784 -0.76554 1.48102
C3 -2.19444 -1.01238 -1.48709
C4 -0.37630 0.21403 0.64537
C5 0.50701 -1.18217 0.37615
C6 1.84369 -0.72491 0.07980
C7 3.04398 -1.45246 0.11842
C8 4.27870 -0.79430 -0.06746
C9 4.29319 0.56210 -0.31030
C10 3.09490 1.33943 -0.46302
C11 1.90144 0.70036 -0.18032
C12 0.49076 1.27649 0.03492
H1 -3.80884 1.55757 -1.00914
H2 -3.03856 2.37310 0.40475
H3 -2.19861 2.43437 -1.21963
H4 -4.25732 -0.73028 1.45666
H5 -2.79708 -1.84792 1.38895
H6 -3.11937 -0.33515 2.50020
H7 -1.28793 -0.90997 -2.06168
H8 -2.35359 -2.07170 -1.23202
H9 -3.20835 -0.69035 -1.98861
H10 -0.36703 0.44664 1.67577
H11 -0.01240 -1.91590 -0.41370
H12 0.25981 -1.79034 1.36537
H13 3.05740 -2.54065 0.24073
H14 5.12995 -1.42361 -0.02951
H15 5.22700 1.12097 -0.29769
H16 3.30611 2.41229 -0.51398
H17 0.75386 2.03497 0.74383
H18 0.04760 1.80952 -0.82625

Run ii
Entry from the OMol25 dataset: the molecule C12H18Si (ωB97M-V/def2-TZVPD).

The calculation puts the orbital gap (spin up / spin down) at 7.94 / 7.95 eV.

Element x y z (Å)
C1 0.56683 1.05944 -3.11981
C2 -0.62263 0.34774 -3.18073
C3 1.30488 1.08548 -2.00631
C4 -1.01395 -0.37088 -2.06573
C5 0.91604 0.31152 -0.88495
C6 -0.33402 -0.32699 -0.86637
C7 -0.61150 0.70701 1.67706
C8 1.44892 0.59130 0.51997
C9 2.11361 -0.58519 1.12763
C10 2.06110 1.95848 0.91225
C11 -3.15173 -0.50648 0.44464
C12 -0.96325 -2.47779 1.52408
Si1 -1.24039 -0.83128 0.75745
H1 0.90886 1.54559 -3.99074
H2 -1.08144 0.10878 -4.13552
H3 2.29749 1.55378 -2.03049
H4 -1.82998 -0.98470 -2.06340
H5 -0.17233 0.48050 2.65623
H6 -0.60853 1.73346 1.26476
H7 3.13866 -0.73151 0.56117
H8 1.41835 -1.43810 1.06293
H9 2.37182 -0.47071 2.16164
H10 1.73393 2.70509 0.26165
H11 3.15094 1.98430 0.75303
H12 1.74129 2.09339 1.88019
H13 -3.44646 -0.74910 -0.52276
H14 -3.72589 -1.03620 1.29552
H15 -3.51045 0.53903 0.57613
H16 0.04471 -2.87531 1.49788
H17 -1.14524 -2.23332 2.67852
H18 -1.75961 -3.18732 1.25410

Energy comparison, zero being the most stable, in kJ/mol: run i 0.0; run ii 230.1.

Run i
Entry from the OMol25 dataset: the ion C5H14N2O with charge +1 (ωB97M-V/def2-TZVPD).

As for the total charge: +1. The spin multiplicity is 2. The calculation puts the orbital gap (spin up / spin down) at 10.91 / 5.39 eV. As for the expectation value of S²: 0.7550.

Element x y z (Å)
C1 0.27367 -1.58709 0.87827
N1 -0.35535 -0.45438 0.17840
C2 0.47012 0.69885 -0.12586
C3 0.73511 0.31116 -1.70207
O1 1.49167 1.30941 -2.29509
C4 -0.29565 2.01371 -0.26165
N2 -1.03604 2.38443 0.88883
C5 -0.75850 -2.83834 0.96572
H1 0.56750 -1.45993 1.93642
H2 1.13951 -1.91674 0.27034
H3 -1.24312 -0.12454 0.42693
H4 1.31464 0.84445 0.58738
H5 -0.08454 0.39893 -2.32495
H6 1.17268 -0.74149 -1.47382
H7 2.39413 1.06956 -2.20015
H8 -0.95895 2.24534 -1.15929
H9 0.49968 2.78643 -0.42473
H10 -2.05540 2.33179 0.94431
H11 -0.46085 2.18425 1.64979
H12 -0.96559 -2.97853 2.06847
H13 -0.28568 -3.80977 0.86501
H14 -1.55902 -2.66749 0.30775

Run ii
Entry from the OMol25 dataset: a cluster of 3 separate species, C5H14N2O in total (ωB97M-V/def2-TZVPD).

As for the total charge: +1. The spin multiplicity is 2. The calculation puts the orbital gap (spin up / spin down) at 8.64 / 4.93 eV. As for the expectation value of S²: 1.4922.

Element x y z (Å)
C1 0.94469 0.55432 -0.17507
N1 2.05661 0.82605 0.76905
C2 1.90006 0.17079 1.90020
C3 0.79166 -0.45185 2.52701
C4 -3.27147 1.59472 -1.11811
O1 -1.83486 -0.84147 -0.73418
C5 0.98815 -0.88831 -0.72663
N2 2.22487 -1.05398 -1.41152
H1 1.07190 1.27246 -0.99146
H2 -0.05060 0.72781 0.23545
H3 -4.02551 2.23935 -1.55873
H4 0.83857 -0.49770 3.60725
H5 2.71195 0.31035 2.61742
H6 0.14895 -1.14912 2.00968
H7 -3.70619 0.70774 -0.64443
H8 -2.59594 1.20856 -1.87989
H9 -2.65807 2.12488 -0.39048
H10 -2.11912 -1.75388 -0.57126
H11 1.10061 -1.44310 0.23089
H12 -0.02119 -1.15449 -1.08510
H13 2.53449 -1.99797 -1.63712
H14 2.97044 -0.50515 -0.97298

Energy comparison, zero being the most stable, in kJ/mol: run i 0.0; run ii 348.7.